(1)
One molecule with the formula C2H5NO2S2 at a distorted geometry, computed with ωB97M-V/def2-TZVPD.

Geometry (Å):
H -0.317 -2.218 1.987
N 0.012 -1.556 1.334
C 1.231 -1.516 1.059
S 1.885 -0.235 -0.081
O 1.077 -0.602 -1.854
O 3.290 -0.278 -0.052
S 1.102 1.550 0.518
C 0.188 2.012 -0.973
H 2.134 -2.153 1.439
H 0.779 2.845 -1.421
H -0.780 2.249 -0.837
H 0.239 1.124 -1.721

## Properties
frontier orbital gap: 9.0838 eV
multiplicity: 1
HOMO level: -0.359 hartree

---

(2)
C27H36AsGaN5OP as an isolated structure at a distorted geometry, computed with ωB97M-V/def2-TZVPD.

Geometry (Å):
Ga 9.137 12.554 11.799
C 9.755 13.703 15.846
C 9.008 12.786 16.642
C 8.160 11.928 15.968
C 8.402 11.592 14.590
N 9.353 12.342 13.891
C 9.886 13.476 14.514
N 7.804 10.539 14.036
C 7.809 10.120 12.795
N 8.402 10.693 11.697
C 7.992 9.937 10.563
N 8.161 10.153 9.271
C 8.830 11.216 8.694
C 9.042 11.102 7.250
C 9.889 12.014 6.640
C 10.232 13.204 7.330
C 9.909 13.272 8.674
N 9.286 12.281 9.358
C 7.309 8.738 11.037
C 6.701 7.634 10.375
C 6.011 6.696 11.101
C 5.733 6.913 12.470
C 6.239 8.037 13.114
C 7.066 8.933 12.388
H 10.241 14.548 16.296
H 9.193 12.772 17.703
H 7.511 11.267 16.547
H 10.595 14.053 13.930
H 8.474 10.431 6.640
H 10.255 11.851 5.626
H 10.797 14.022 6.832
H 10.277 14.112 9.260
H 6.944 7.473 9.336
H 5.594 5.861 10.552
H 5.197 6.166 13.060
H 6.129 8.255 14.143
C 13.268 14.657 12.297
As 12.625 12.872 11.945
C 13.354 11.931 10.512
C 12.975 11.975 13.680
O 10.892 12.897 11.682
H 14.196 14.880 11.686
H 13.390 14.809 13.340
H 12.493 15.311 11.886
H 14.409 12.144 10.385
H 12.728 12.258 9.679
H 13.131 10.904 10.733
H 12.467 11.010 13.659
H 12.603 12.537 14.566
H 14.089 11.829 13.772
C 5.203 13.154 13.586
C 6.313 14.218 13.331
P 7.299 14.027 11.743
C 6.113 13.527 10.401
C 4.826 14.340 10.389
C 7.902 15.791 11.295
C 8.917 16.382 12.239
H 4.269 13.633 13.763
H 5.435 12.508 14.398
H 5.150 12.444 12.771
H 7.095 14.126 14.114
H 5.935 15.233 13.431
H 5.923 12.431 10.633
H 6.655 13.549 9.424
H 4.058 14.047 11.148
H 4.356 14.345 9.381
H 5.075 15.388 10.622
H 6.927 16.329 11.237
H 8.252 15.774 10.229
H 9.859 16.738 11.726
H 9.290 15.699 12.980
H 8.485 17.255 12.781

## Properties
frontier orbital gap: 7.0936 eV
multiplicity: 1
HOMO level: -0.487 hartree
net charge: +2

---

(3)
One molecule with the formula C2H4N4S at a distorted geometry, computed with ωB97M-V/def2-TZVPD.

Geometry (Å):
C 1.714 0.642 -0.955
C -0.169 -1.222 0.318
N 2.259 0.115 0.074
N 2.790 -0.327 0.968
N -0.819 -0.190 -0.048
N -2.168 0.235 0.217
S 0.139 1.262 -0.561
H 1.800 0.298 -1.884
H -0.739 -2.137 0.733
H -2.375 1.188 -0.058
H -2.432 0.137 1.195

## Properties
frontier orbital gap: 8.6281 eV
multiplicity: 1
HOMO level: -0.303 hartree

---

(4)
C33H29BBiN5O4S2 as an isolated structure at a distorted geometry, computed with ωB97M-V/def2-TZVPD.

Geometry (Å):
Bi -1.401 1.496 -1.737
N -2.249 0.144 5.917
C -2.343 -0.159 4.568
C -2.652 -1.513 4.134
C -2.855 -1.802 2.801
C -2.618 -0.859 1.811
C -2.236 0.402 2.239
C -2.159 0.793 3.572
S -2.776 -1.167 0.089
O -3.610 -2.311 -0.059
O -1.391 -1.352 -0.436
N -3.259 0.122 -0.647
C -4.506 0.630 -0.280
N -5.319 -0.050 0.586
C -6.572 0.442 0.710
C -6.991 1.586 0.052
C -6.085 2.205 -0.829
N -4.856 1.720 -1.069
H -2.162 -0.655 6.554
H -1.678 0.893 6.186
H -3.057 -2.277 4.788
H -3.227 -2.775 2.531
H -1.981 1.297 1.678
H -1.991 1.864 3.854
H -7.245 -0.168 1.410
H -7.954 2.015 0.205
H -6.363 3.085 -1.392
S 1.605 2.013 -5.564
C 2.552 2.685 -4.263
C 3.802 3.233 -4.251
C 4.368 3.658 -3.054
C 3.724 3.412 -1.838
C 2.483 2.823 -1.849
C 1.920 2.419 -3.039
N 0.625 1.889 -3.194
C 0.366 1.635 -4.468
C -0.853 0.894 -4.779
C -1.135 0.350 -6.039
C -2.144 -0.552 -6.284
C -3.059 -0.778 -5.286
C -2.843 -0.213 -4.025
C -1.689 0.573 -3.777
H 4.236 3.362 -5.222
H 5.285 4.221 -3.083
H 4.026 3.697 -0.812
H 2.042 2.803 -0.933
H -0.410 0.741 -6.793
H -2.266 -0.882 -7.306
H -3.865 -1.464 -5.461
H -3.639 -0.391 -3.272
C 5.785 -1.701 2.689
C 4.268 -1.755 2.916
C 3.868 -1.069 4.230
C 3.827 -3.203 3.122
C 3.455 -1.398 1.663
C 3.799 -1.892 0.431
C 2.948 -1.736 -0.677
C 1.774 -1.132 -0.483
O 0.780 -0.882 -1.387
B -0.321 -0.270 -0.695
O 0.295 0.193 0.569
C 1.406 -0.558 0.723
C 2.188 -0.705 1.844
H 6.366 -1.643 3.661
H 5.999 -0.733 2.198
H 5.987 -2.480 2.029
H 4.578 -1.322 4.995
H 2.833 -1.435 4.429
H 3.863 -0.044 4.109
H 4.306 -3.709 3.941
H 3.915 -3.929 2.239
H 2.759 -3.320 3.368
H 4.653 -2.592 0.374
H 3.182 -2.183 -1.697
H 1.894 -0.236 2.763

## Properties
frontier orbital gap: 7.0662 eV
multiplicity: 1
HOMO level: -0.267 hartree

---

Calculated values (kcal/mol) of energy relative to the best compared isomer or geometry (same formula, charge and spin) for the records, taken in order: 120.9, 19.7, 141.6, 26.6.